C8H6BClCuO4 | wB97M-V/def2-TZVPD

Each line ends with the Löwdin charge.
CARTESIAN COORDINATES (ANGSTROEM)
Cu  -0.121  -0.105  0.091  0.485
O  -0.276  -1.147  2.950  0.068
B  -0.045  -0.043  2.067  -0.465
O  0.228  1.088  2.904  0.063
C  0.154  0.666  4.199  -0.242
C  0.334  1.391  5.353  -0.009
C  0.197  0.706  6.567  -0.117
C  -0.109  -0.649  6.594  -0.117
C  -0.291  -1.371  5.408  -0.008
C  -0.151  -0.683  4.226  -0.241
H  0.571  2.447  5.317  0.111
H  0.331  1.242  7.499  0.088
H  -0.211  -1.155  7.546  0.088
H  -0.531  -2.426  5.413  0.111
Cl  -0.790  0.933  -4.622  0.497
C  -0.757  -0.766  -4.016  -0.491
C  -0.944  -0.862  -2.504  -0.761
O  -1.809  -1.627  -2.090  -0.005
O  -0.139  -0.137  -1.829  -0.183
H  0.217  -1.166  -4.286  0.067
H  -1.546  -1.308  -4.523  0.061

Energy above the lowest of the compared OMol25 structures with the same formula, charge and spin: 0.0 kJ/mol
E_tot: -74426.4926 eV
HOMO: -4.6901 eV
Net charge: -1
LUMO energy: 3.10 eV